Entry 1:
ORCA calculation (ωB97M-V with the def2-TZVPD basis set) on one molecule with the formula C4H7NO3S in a non-equilibrium geometry.

```
! wB97M-V def2-TZVPD RIJCOSX def2/J DEFGRID3
* xyz 0 1
H 2.844 0.206 0.747
H -1.211 -1.935 -0.377
O 1.030 0.492 -2.682
H -1.464 -1.614 1.407
H 1.449 1.372 -0.014
H 1.356 0.576 1.471
N -1.172 1.040 1.179
O -0.167 -1.596 -2.288
H -0.967 1.836 0.698
C 1.765 0.375 0.494
H -1.905 1.009 1.784
C -1.274 -1.246 0.339
O -0.794 0.553 -1.029
C -1.087 0.044 0.175
S 0.343 -0.348 -1.770
C 1.253 -0.765 -0.134
*
```

Properties
- calculated total energy (a.u.) = -835.06451
- frontier orbital gap (spin up / spin down) (eV) = 7.89 / 7.89
- energy relative to the best compared isomer or geometry (same formula, charge and spin) (kJ/mol) = 519.9
- lowest unoccupied orbital energy (spin up / spin down) (eV) = -0.9 / -0.9
- F_max (eV/Å) = 5.54
- HOMO (spin up / spin down) (eV) = -8.758 / -8.757



Entry 2:
ORCA calculation (ωB97M-V with the def2-TZVPD basis set) on a 12-piece molecular cluster, C34H62Cl14O10S2 overall in a non-equilibrium geometry.

```
! wB97M-V def2-TZVPD RIJCOSX def2/J DEFGRID3
* xyz -1 2
H -31.458 2.923 -5.097
H -30.216 -2.011 0.906
C -31.835 2.491 0.307
C -30.256 1.967 6.426
H -36.561 4.445 0.684
H -32.230 1.037 6.347
C -33.130 -1.036 -3.557
H -26.927 -3.648 -3.245
Cl -33.314 6.121 -1.410
S -29.682 3.491 5.633
H -25.177 2.914 -4.539
H -32.356 2.748 4.172
C -25.613 4.301 -2.822
H -30.208 1.877 -4.506
C -26.546 -2.841 -2.619
C -29.418 1.879 -0.733
H -26.395 1.587 2.157
C -29.101 -1.374 3.926
C -29.497 3.295 -5.977
H -32.882 -0.778 -4.587
H -31.859 4.531 6.402
H -26.304 4.875 -3.440
C -31.452 4.091 5.492
H -29.848 6.459 -0.178
O -24.689 -1.363 5.067
C -25.055 -0.320 4.481
H -26.689 4.907 4.337
H -28.490 2.194 1.086
H -29.263 2.571 -1.561
O -29.012 4.394 6.614
O -29.954 1.462 -7.507
H -28.793 0.991 -0.826
H -31.251 0.953 4.906
C -26.590 5.658 3.553
C -30.286 -1.327 2.969
C -25.442 1.982 4.169
H -26.948 6.612 3.939
C -29.519 -1.598 1.634
H -30.839 -0.387 2.992
H -31.811 3.550 0.051
C -37.384 2.461 1.338
O -28.921 -0.743 4.932
C -34.787 -1.107 1.554
H -28.707 3.421 -5.236
C -27.459 5.270 2.409
H -34.005 0.779 -2.679
C -33.879 -2.297 1.033
C -30.615 6.345 -0.944
H -26.705 -0.390 3.304
Cl -27.662 6.686 1.354
C -31.539 1.609 5.728
Cl -33.772 0.184 2.252
H -33.095 -1.916 0.378
C -28.447 -2.655 2.109
H -24.752 2.349 -2.911
O -31.688 1.985 -2.423
O -28.304 -2.284 3.469
C -29.333 2.597 0.525
Cl -27.098 2.091 -3.442
C -25.504 2.874 -3.500
H -28.885 3.211 -8.005
S -31.237 1.419 -1.097
H -30.477 1.364 1.823
O -29.175 3.150 4.276
C -31.972 6.372 -0.247
Cl -26.125 4.217 -1.077
H -28.907 -0.764 1.290
Cl -30.542 7.671 -2.194
H -24.625 1.516 2.198
H -24.751 2.824 4.124
C -30.557 2.391 -5.402
C -30.711 2.320 1.354
H -29.124 3.632 0.253
H -37.097 1.410 1.346
C -34.298 -0.218 -3.008
H -26.767 -0.796 -2.083
H -30.721 3.164 2.044
O -31.767 0.495 -6.361
H -27.192 4.381 1.837
H -32.232 -1.062 -2.940
Cl -33.613 -2.784 -3.599
H -35.283 -0.626 0.711
H -31.017 -2.112 3.161
H -34.461 -3.022 0.465
H -33.292 2.938 5.639
C -25.533 1.317 2.768
H -35.487 3.503 1.711
H -37.617 2.610 2.392
O -31.527 0.065 -0.680
C -27.152 -1.473 -2.846
H -29.521 1.165 6.497
H -27.575 -2.553 1.462
H -32.849 2.189 0.568
Cl -35.679 -0.066 -4.126
H -26.454 2.319 4.393
Cl -24.913 5.965 3.110
H -31.411 4.921 4.786
Cl -35.520 2.834 -0.531
H -29.920 4.199 -6.415
H -25.206 -0.945 2.468
H -28.847 -3.668 2.139
H -30.503 5.373 -1.424
C -30.855 1.324 -6.473
H -26.712 -1.201 -3.806
C -29.025 2.493 -7.197
C -25.647 -0.197 3.127
H -35.561 -1.434 2.249
O -24.962 0.903 4.991
Cl -38.778 2.889 0.297
H -32.146 5.563 0.463
H -30.532 2.270 7.436
Cl -26.842 -3.333 -0.915
H -32.117 7.303 0.301
H -28.455 5.008 2.764
H -28.036 2.051 -7.073
H -34.655 -0.668 -2.081
Cl -33.091 -3.221 2.402
Cl -28.944 -1.550 -2.981
H -25.466 -2.927 -2.737
H -24.717 4.920 -2.775
C -32.276 2.858 5.254
C -36.250 3.431 0.936
*
```

Properties
- calculated total energy (a.u.) = -9324.11163
- frontier orbital gap (spin up / spin down) (eV) = 1.35 / 9.46
- lowest unoccupied orbital energy (spin up / spin down) (eV) = 1.3 / 1.2
- expectation value of S² = 0.751
- F_max (eV/Å) = 4.09
- HOMO (spin up / spin down) (eV) = -0.049 / -8.241



Entry 3:
ORCA calculation (ωB97M-V with the def2-TZVPD basis set) on a 9-piece molecular cluster, C35H58N4O15 overall in a non-equilibrium geometry.

```
! wB97M-V def2-TZVPD RIJCOSX def2/J DEFGRID3
* xyz 0 1
H -21.025 -1.507 -15.601
N -20.773 2.755 -19.926
C -19.829 -8.101 -17.970
H -24.892 -0.892 -13.605
H -16.927 -2.954 -14.087
H -21.962 -2.090 -12.359
C -21.375 -7.123 -16.472
C -16.567 -4.360 -15.706
H -19.232 -3.504 -15.897
H -24.762 -2.764 -13.615
C -22.906 -2.492 -16.387
C -22.719 -6.007 -14.849
C -17.000 2.954 -18.939
O -20.346 1.921 -13.933
H -22.400 -0.540 -12.995
O -22.539 2.111 -15.760
H -21.182 6.323 -16.255
N -16.980 -6.791 -16.473
H -20.822 -3.290 -18.584
C -20.308 -3.983 -19.265
H -20.375 -0.991 -17.694
C -17.463 -3.703 -14.610
H -24.865 2.203 -14.124
H -21.880 1.981 -11.863
O -21.820 -6.954 -15.213
C -19.227 1.600 -14.297
H -25.365 3.715 -11.683
H -26.062 -1.930 -12.694
H -23.740 3.087 -11.531
C -20.881 2.305 -11.685
O -16.304 -2.092 -18.503
C -23.492 0.169 -10.710
O -21.975 -6.277 -17.490
H -19.558 -9.159 -18.204
H -22.273 4.076 -17.522
H -23.733 -2.185 -17.052
O -22.335 -0.399 -10.986
H -21.645 4.872 -15.229
C -21.419 -0.731 -17.426
H -15.841 1.200 -18.806
C -22.205 1.017 -16.168
C -18.676 -2.868 -15.095
H -23.123 -2.898 -15.432
H -23.018 -6.289 -13.875
H -20.494 -7.779 -18.790
H -21.425 5.360 -18.269
H -15.565 -4.346 -15.280
C -17.074 -2.924 -18.886
O -21.451 0.672 -17.175
C -17.840 0.766 -18.124
O -24.497 -0.466 -11.275
H -18.404 -1.954 -15.533
C -20.857 5.481 -15.690
H -17.599 -0.128 -17.553
H -20.154 3.414 -16.324
C -22.513 -1.180 -12.140
C -21.942 -1.295 -16.141
H -22.282 -4.993 -14.827
H -23.596 -6.020 -15.503
H -20.816 2.970 -10.729
C -18.906 -4.148 -18.695
C -17.832 -4.994 -19.433
C -24.538 3.300 -12.244
H -23.018 4.136 -13.622
H -25.692 1.390 -12.848
H -18.133 -4.934 -20.458
H -20.367 1.430 -11.269
C -24.790 5.057 -14.127
H -19.213 -0.321 -19.367
C -21.046 3.375 -18.967
O -18.372 -2.868 -18.588
C -18.350 0.304 -19.513
O -18.317 2.401 -13.802
H -16.614 -3.968 -16.702
H -20.003 5.797 -15.041
H -19.461 -2.569 -14.403
H -19.447 4.747 -17.385
H -20.921 -4.814 -19.535
C -24.822 1.992 -13.103
H -24.035 1.229 -13.128
H -22.154 -3.232 -16.737
C -20.319 4.420 -16.756
N -17.269 3.885 -19.502
O -18.972 0.725 -15.155
H -16.250 2.043 -17.380
H -21.033 3.634 -13.303
H -18.413 2.913 -11.886
H -18.935 -7.444 -18.038
H -22.132 -0.948 -18.264
C -24.994 -1.898 -13.014
H -18.658 4.256 -12.985
N -25.437 5.563 -14.996
H -18.756 1.177 -20.032
H -17.758 -4.355 -13.832
O -23.622 1.006 -9.800
H -23.869 -2.612 -11.289
H -17.678 -6.040 -19.132
O -22.578 -0.134 -15.602
C -18.906 3.243 -12.811
C -21.311 4.336 -17.855
H -20.409 -3.482 -20.232
C -23.924 4.469 -13.068
H -18.715 1.263 -17.703
C -16.764 -5.731 -16.177
O -16.681 -4.204 -19.198
C -20.354 2.835 -12.958
O -20.390 -8.050 -16.696
C -16.700 1.727 -18.248
H -23.709 5.333 -12.397
H -19.095 -4.778 -17.807
C -23.961 -1.605 -11.854
H -17.735 -0.212 -20.277
*
```

Properties
- calculated total energy (a.u.) = -2715.83433
- frontier orbital gap (eV) = 10.66
- energy relative to the best compared isomer or geometry (same formula, charge and spin) (kJ/mol) = 218.8
- lowest unoccupied orbital energy (eV) = -0.1
- SMILES = C[C@H]1COC(=O)O1.C[C@H]1COC(=O)O1.C[C@H]1COC(=O)O1.C[C@H]1COC(=O)O1.COC(=O)OC.CCCC#N.CCCC#N.CCCC#N.CCCC#N
- F_max (eV/Å) = 8.88
- HOMO (eV) = -10.736



Entry 4:
ORCA calculation (ωB97M-V with the def2-TZVPD basis set) on a 19-piece molecular cluster, C45H66Br2Cl54FN2O5P overall in a non-equilibrium geometry.

```
! wB97M-V def2-TZVPD RIJCOSX def2/J DEFGRID3
* xyz 0 1
C -9.364 3.723 -4.925
C 4.003 6.671 -3.416
H -6.538 -13.806 -7.479
H -1.809 7.589 0.180
P -1.480 2.461 4.039
Br -2.101 3.037 -0.937
H -1.700 0.911 5.802
O 2.094 2.580 4.741
Cl 2.945 -12.092 -5.623
C -7.080 4.913 1.548
C -0.956 1.095 1.678
C -0.098 -0.884 -1.068
C -1.403 8.592 0.179
Cl 5.344 -16.130 -0.867
C 8.272 8.066 -2.609
C -5.625 -11.526 -4.252
H 1.514 -11.166 -4.024
C -0.960 4.515 -0.424
H -10.861 -2.464 -5.156
Cl 3.258 2.292 -2.824
H 0.525 6.896 2.468
H 8.058 2.443 0.526
H 3.975 -3.265 3.272
H 6.307 3.951 5.399
H 0.925 5.298 -1.218
O 0.895 1.619 3.134
C -2.355 0.523 1.941
Cl -10.393 -3.567 -3.148
H -5.865 -0.854 -0.855
H -5.261 2.027 3.027
H -6.127 0.784 4.910
Cl -4.856 -5.642 -3.713
Cl -2.242 -8.086 -4.457
C 10.750 -1.124 7.701
Cl -5.882 -12.890 -3.173
Cl -2.015 9.435 -1.244
H -0.279 0.253 1.830
H 5.082 6.660 -3.321
H -2.940 -5.798 -5.037
Cl 10.430 0.078 1.117
N -5.424 -0.045 2.502
H 6.962 2.697 4.327
C -4.623 1.157 2.867
H 0.308 3.924 -2.083
C -5.727 -0.413 -1.834
C 0.438 3.327 1.658
H 3.424 4.965 2.116
Cl 3.786 -2.968 0.964
Cl -8.957 -3.707 -5.676
Cl 4.623 -17.809 -3.125
H -0.926 0.113 4.413
C 7.713 3.014 1.389
C -6.215 -0.301 4.894
H 1.656 3.554 -0.049
Cl 3.342 6.579 -1.780
Cl -7.256 -15.825 -6.551
Cl -4.067 0.181 -1.933
H 4.164 2.108 2.657
C 3.074 3.933 2.080
Cl 5.510 3.483 -1.446
C 1.638 -12.155 -4.442
H 9.156 7.951 -1.997
H -2.452 -0.256 1.175
C 1.615 3.828 2.638
C -7.503 -14.208 -7.201
Br -1.735 5.292 2.141
C -0.943 1.013 5.022
C 0.006 4.843 -1.577
Cl -9.669 1.990 -4.955
Cl -6.871 0.924 -1.992
H 2.996 1.821 -0.103
H -4.117 0.985 3.820
Cl 3.525 8.171 -4.203
H 0.432 -1.829 -0.913
H 5.816 2.111 0.975
Cl -7.807 3.310 1.373
C -1.962 -9.002 -2.972
C -1.026 3.733 5.282
Cl -0.252 -9.417 -2.811
H 12.350 0.613 2.336
Cl 8.781 8.339 -4.272
C 1.600 2.651 3.651
H 10.902 -0.869 6.661
H 0.032 3.790 5.547
Cl -2.215 -4.553 -3.204
C -3.582 1.441 1.797
Cl 11.314 -2.777 7.939
O 6.078 5.657 3.275
C -3.380 -5.011 -4.445
H -0.540 -0.896 -2.065
C 1.697 0.168 0.065
C 6.322 2.556 1.832
H -1.532 3.393 6.191
C -9.952 -2.700 -4.619
Cl -5.338 4.864 1.297
H 7.833 4.223 4.562
H -1.658 5.348 -0.414
H 3.164 3.648 1.039
H -8.329 3.887 -5.193
H -7.264 -0.570 5.020
Cl -8.519 -14.247 -8.639
H -1.385 4.733 5.062
C 1.123 2.708 0.388
H -5.644 -0.699 5.733
H 4.102 3.402 3.900
Cl 11.681 0.010 8.678
H -4.049 1.342 0.818
H 8.446 2.919 2.190
H 0.035 1.162 5.483
Cl -1.929 9.380 1.663
H -2.438 -0.032 2.876
H -3.258 2.472 1.952
C 3.145 -3.075 2.605
Cl -7.031 -2.982 -8.362
C -0.334 4.532 0.998
Cl -9.131 -1.189 -4.237
O -5.525 -2.097 3.521
H 0.416 5.306 0.873
H -0.496 5.470 -2.310
Cl 7.343 9.427 -1.994
Cl 2.009 -4.415 2.748
Cl -4.916 -1.236 -7.429
H 2.553 1.448 1.510
Cl 7.336 6.568 -2.479
Cl -3.737 -3.652 -5.511
O 0.775 0.222 -1.006
C 5.000 2.528 -2.845
Cl 2.035 -13.257 -3.121
C 2.136 1.563 0.515
C 4.018 -16.756 -1.847
H -2.524 -9.922 -3.030
Cl 2.841 -17.602 -0.841
H 1.340 -0.423 0.912
Cl -4.658 -12.004 -5.651
Cl -10.373 4.568 -6.097
H 2.603 -0.344 -0.288
Cl 3.496 5.280 -4.383
H -6.336 0.289 2.192
C 4.182 3.182 2.838
F 2.410 5.223 4.391
H 6.428 1.761 2.584
Cl 11.086 -0.645 3.848
H -7.511 5.550 0.788
Cl 5.854 0.986 -2.904
Cl 2.390 -1.559 3.097
Cl 0.358 8.464 0.133
H 5.252 3.090 -3.734
Cl 0.121 -12.615 -5.208
C -6.635 -1.615 -7.322
N 5.498 3.665 2.313
H -6.587 -11.186 -4.608
C 1.396 5.147 3.424
C 11.296 0.558 2.573
C -0.316 2.227 2.510
C 6.845 3.769 4.470
H 0.392 2.414 -0.359
H -6.846 -1.906 -6.300
C 1.492 6.417 2.574
C 6.136 4.455 3.326
Cl 9.026 -0.987 8.043
Cl -7.471 5.601 3.123
Cl -8.190 -13.140 -5.973
H 1.937 6.234 1.596
H 3.520 -15.918 -2.314
Cl -2.532 -8.108 -1.567
H -0.910 -0.809 -0.338
Cl -9.615 4.367 -3.301
H -0.892 1.337 0.624
Cl -4.852 -10.183 -3.403
Cl -7.626 -0.210 -7.705
C -5.694 -0.909 3.614
H 2.154 7.126 3.073
H 0.468 5.172 3.979
Cl -6.025 -1.669 -3.034
Cl 10.777 2.149 3.128
H 7.679 4.062 1.076
*
```

Properties
- calculated total energy (a.u.) = -32679.43359
- frontier orbital gap (eV) = 8.26
- lowest unoccupied orbital energy (eV) = 0.1
- F_max (eV/Å) = 1.27
- HOMO (eV) = -8.139